214
Properties=species:S:1:pos:R:3:forces:R:3 method="wB97M-V/def2-TZVPD" orbital_gap_ha=0.3378 e_lumo_ev=-0.24 homo_ev=-9.4 spin_multiplicity=1 total_charge=0 total_energy_ha=-5300.0531
O 1.48865 -7.99264 20.43807 -1.2 1.5 0.7
C 2.39489 -8.75972 20.56010 -1.1 0.0 -2.7
O 3.09618 -8.93723 21.63179 1.4 -0.7 1.2
C 2.75430 -8.28573 22.83330 -0.1 0.3 1.3
C 2.18442 -9.27894 23.83432 0.1 -0.7 0.9
C 2.72509 -9.65771 19.40924 1.4 -0.6 1.0
H 2.17054 -7.37274 22.71595 -0.4 -0.4 -0.5
H 3.69005 -7.94165 23.27385 0.2 0.0 -0.2
H 1.82251 -8.79764 24.74288 0.1 0.4 -0.1
H 2.97789 -9.94377 24.17565 0.3 0.1 0.0
H 1.40239 -9.99763 23.58933 -0.3 0.5 -0.9
H 2.80708 -9.15244 18.44691 -0.5 0.1 0.2
H 1.96277 -10.43629 19.43697 0.1 0.0 -0.5
H 3.69622 -10.10729 19.61632 -0.2 -0.3 -0.2
O 9.08857 -11.64777 21.18987 2.2 0.3 0.0
C 10.13997 -11.32968 21.77873 -4.8 -0.3 0.4
O 11.31261 -11.79950 21.52547 2.3 0.1 0.4
C 11.54225 -12.76986 20.53699 0.2 -0.2 -2.6
C 11.77841 -12.09896 19.11466 -0.9 0.2 1.3
C 9.97106 -10.53351 23.06284 1.4 -0.4 -1.3
H 10.72822 -13.49474 20.53352 -0.1 0.2 -0.2
H 12.46767 -13.30609 20.74710 -0.1 0.2 0.6
H 12.01665 -12.80232 18.31677 0.1 -0.1 0.2
H 12.54151 -11.32655 19.21050 0.4 -0.3 0.0
H 10.89730 -11.53473 18.80909 -0.3 -0.3 0.0
H 9.23818 -9.75877 22.83755 0.0 -0.1 0.6
H 10.94538 -10.14674 23.36152 -0.2 0.3 0.2
H 9.67845 -11.30864 23.77111 -0.4 0.4 0.3
O 0.16831 -17.71050 12.19490 1.9 -0.5 1.1
C 0.83872 -18.24499 13.07064 -0.6 1.3 -0.4
O 2.11372 -17.89547 13.47810 -0.7 -0.1 -0.5
C 2.71635 -16.68049 12.94769 -1.0 -0.6 0.2
C 2.17305 -15.43774 13.68699 1.3 -0.5 -0.8
C 0.25488 -19.28571 13.97390 0.8 -0.4 0.5
H 2.58374 -16.70991 11.86619 -0.4 0.4 0.0
H 3.79125 -16.78838 13.09276 0.0 -0.1 0.3
H 2.50951 -14.62247 13.04650 -0.4 0.5 0.1
H 2.71947 -15.33769 14.62482 -0.4 0.0 0.2
H 1.09455 -15.41957 13.84378 0.2 -0.1 -0.2
H -0.51396 -18.79233 14.56851 -0.3 -0.2 -0.3
H 0.98544 -19.63927 14.70147 0.1 0.0 -0.2
H -0.10420 -20.13935 13.39905 -0.3 0.3 0.1
O 0.23213 -10.36551 17.31026 -1.4 -2.1 0.3
C -0.29006 -11.46670 17.53299 1.3 1.6 0.1
O -1.55416 -11.64704 18.01384 0.8 0.3 -1.0
C -2.35519 -10.46033 18.12811 -0.6 0.1 1.0
C -2.22413 -9.94416 19.57708 0.4 0.4 -0.9
C 0.40330 -12.80495 17.32259 -0.6 1.1 0.5
H -3.39718 -10.72092 17.94250 0.1 -0.6 0.0
H -2.12637 -9.74785 17.33558 0.5 0.1 0.3
H -3.07576 -9.31664 19.83984 0.0 0.0 0.0
H -1.31009 -9.35496 19.65110 0.0 0.1 0.2
H -2.14133 -10.76614 20.28813 -0.2 -0.1 -0.2
H 1.44663 -12.67902 17.03325 -0.4 0.0 -0.2
H -0.24461 -13.26090 16.57397 0.4 -0.7 0.0
H 0.38676 -13.33388 18.27551 -0.2 -0.4 -0.2
O 8.77511 -7.48097 15.98911 0.1 -1.2 -1.0
C 9.37276 -8.53624 15.87023 0.5 1.2 2.0
O 9.30697 -9.39486 14.82709 -0.1 0.4 1.6
C 8.45429 -9.17890 13.70790 1.5 -0.3 -2.1
C 9.34402 -8.56716 12.56892 -1.1 -0.1 0.4
C 10.34859 -8.97815 17.03181 -0.3 -0.6 -0.8
H 7.48705 -8.69272 13.83503 0.4 0.4 0.6
H 8.24108 -10.17989 13.33286 -0.2 0.0 0.4
H 10.27491 -9.12339 12.45859 0.0 0.0 0.3
H 9.55420 -7.50666 12.70768 0.0 -0.1 0.0
H 8.79400 -8.71001 11.63877 -0.1 0.2 -0.2
H 10.40569 -8.34494 17.91718 -0.6 0.7 -0.6
H 11.37481 -9.08254 16.67956 -0.1 -0.2 -0.3
H 10.04378 -9.94101 17.44179 0.0 -0.3 -0.4
O 6.85880 -13.39471 15.95595 2.2 1.5 0.5
C 7.68106 -12.76189 16.63397 -0.8 -1.3 0.1
O 8.93840 -12.33808 16.25516 -2.2 -0.3 0.8
C 9.41824 -12.60682 14.94408 0.3 0.5 -0.4
C 10.35676 -13.78444 14.99467 0.3 -0.4 -1.0
C 7.34518 -12.41118 18.09557 0.3 0.8 -1.1
H 9.91433 -11.68090 14.65311 0.4 -0.1 0.1
H 8.62608 -12.69414 14.20045 -0.4 -0.4 0.4
H 10.52259 -14.14489 13.97945 -0.1 -0.1 -0.2
H 9.93575 -14.62615 15.54454 0.0 0.1 0.2
H 11.36404 -13.52794 15.32282 -0.2 0.1 0.5
H 6.28614 -12.15325 18.09617 0.0 -0.1 0.2
H 7.91613 -11.52702 18.37908 0.0 -0.1 0.3
H 7.52094 -13.20527 18.82126 0.2 -0.1 -0.3
C 15.22639 -13.88802 18.49699 0.7 -0.1 -0.2
C 15.07410 -13.13307 17.13402 -0.4 0.3 1.7
C 15.10858 -13.99596 15.88829 0.3 0.8 -0.5
C 14.23423 -15.12409 16.00473 -2.5 -3.3 0.1
N 13.50449 -16.04187 16.09901 1.9 2.4 -0.3
H 14.52057 -14.64910 18.82966 -0.9 0.3 -0.7
H 15.29616 -13.20029 19.33975 0.1 0.2 -0.2
H 16.11886 -14.51376 18.50392 0.6 0.4 -0.1
H 15.79307 -12.31766 17.05469 0.6 -0.4 0.0
H 14.17897 -12.51197 17.16654 -0.5 -0.5 -0.2
H 16.09933 -14.33513 15.58583 0.2 -0.1 0.4
H 14.77206 -13.39039 15.04678 -0.2 0.0 -0.1
C 5.96886 -8.52339 20.10669 -0.7 -0.1 1.3
C 6.71914 -7.33974 19.61137 0.5 1.0 -1.2
C 7.14288 -6.23140 20.62623 -0.7 -0.3 -1.1
C 7.92785 -6.78435 21.70309 1.2 -0.8 2.1
N 8.54214 -7.25913 22.57315 -1.1 0.8 -1.6
H 6.60559 -9.22265 20.64863 0.0 -0.4 -0.4
H 5.35450 -8.94786 19.31265 0.6 -0.4 0.0
H 5.23034 -8.22919 20.85244 -0.1 0.2 0.1
H 6.09479 -6.87915 18.84578 -0.1 0.5 0.1
H 7.57007 -7.67665 19.01932 0.4 0.1 0.2
H 6.25126 -5.71209 20.97753 -0.1 -0.3 0.5
H 7.68468 -5.42531 20.13148 0.4 -0.2 -0.1
C 5.77087 -12.32826 21.84567 -1.0 0.4 0.6
C 4.95961 -12.76783 23.10798 1.5 0.3 -0.3
C 5.81092 -13.66751 24.03039 -1.0 -0.3 -0.3
C 7.01823 -13.09621 24.61645 0.0 0.3 -0.4
N 7.93224 -12.60241 25.10682 0.0 -0.1 -0.1
H 5.16045 -11.56328 21.36579 0.4 0.5 0.0
H 5.95109 -13.01266 21.01668 -0.1 -0.7 0.5
H 6.73411 -11.95379 22.19213 0.0 0.3 -0.3
H 4.01604 -13.26264 22.87794 0.1 -0.1 0.0
H 4.74024 -11.87792 23.69792 -0.2 0.2 -0.3
H 6.03183 -14.54393 23.42114 0.3 -0.3 0.5
H 5.17685 -13.92057 24.88011 0.1 -0.5 0.0
C 6.88974 -15.23206 13.24544 -0.2 -0.1 -0.4
C 6.34066 -15.13534 11.81257 0.3 0.5 -0.1
C 5.38024 -13.91528 11.67290 0.7 0.4 0.5
C 6.06351 -12.68302 12.19109 0.9 2.0 1.0
N 6.59079 -11.71766 12.61191 -1.5 -2.8 -1.3
H 7.52419 -16.10210 13.41460 0.2 0.0 -0.4
H 6.11627 -15.29560 14.01082 -0.2 0.3 0.0
H 7.48446 -14.33146 13.39810 0.0 -0.2 0.5
H 5.91231 -16.05886 11.42305 -0.4 0.1 0.2
H 7.19198 -14.95373 11.15655 0.1 0.0 -0.1
H 4.47141 -14.05848 12.25736 0.0 0.0 0.1
H 5.06677 -13.66447 10.65952 0.1 -0.3 -0.1
C 8.32685 -14.85501 21.60918 0.3 0.3 -0.1
C 7.45761 -16.05171 21.25735 0.4 -0.2 0.7
C 7.81846 -17.36211 22.07911 -0.2 0.9 -0.4
C 7.81363 -17.16205 23.54445 0.0 0.1 2.9
N 7.86537 -17.06274 24.71806 -0.2 -0.2 -3.5
H 8.22142 -14.43601 22.60990 -0.2 -0.3 0.1
H 8.08083 -14.03759 20.93139 0.2 0.1 0.0
H 9.38627 -15.08768 21.50140 0.1 -0.1 -0.1
H 7.57659 -16.17926 20.18140 0.2 -0.7 0.0
H 6.41878 -15.73830 21.36086 -0.2 -0.4 0.4
H 8.82183 -17.71916 21.84704 0.2 0.3 -0.2
H 7.18880 -18.21147 21.81412 -0.3 0.2 0.2
C 10.17174 -12.87802 11.13623 -0.1 1.0 -1.1
C 10.91119 -13.27118 9.86111 -0.9 -0.3 0.2
O 12.03342 -13.94193 10.43395 1.4 -0.8 -1.9
C 12.32733 -13.43367 11.61309 -1.3 -1.3 1.5
O 13.21444 -13.73941 12.36018 0.5 0.3 -0.9
O 11.28707 -12.70554 11.99596 -0.6 1.3 1.6
H 9.42695 -13.59431 11.48308 0.4 -0.4 0.3
H 9.67155 -11.91434 11.04008 0.0 0.0 0.1
H 11.21628 -12.40663 9.27157 0.2 0.0 0.1
H 10.36543 -13.96060 9.21696 0.2 -0.1 0.2
C 4.54831 -10.11924 15.06238 -0.8 1.3 -1.0
C 3.59334 -11.16159 14.51985 0.8 -1.5 -0.3
O 3.47438 -12.09816 15.60672 -0.3 0.4 1.1
C 3.86365 -11.48103 16.72817 1.2 0.1 3.2
O 3.80495 -11.87529 17.89375 -0.2 0.2 -3.4
O 4.48972 -10.27762 16.45488 -0.5 -1.3 0.4
H 4.15302 -9.13480 14.81197 0.2 0.2 0.1
H 5.55408 -10.19344 14.64887 0.1 -0.3 0.3
H 4.12607 -11.74944 13.77238 -0.5 0.3 -0.5
H 2.58345 -10.87119 14.23018 0.3 0.3 0.0
C 13.48089 -10.13334 12.07505 0.1 1.8 0.7
C 14.67615 -10.99614 12.46789 -0.7 0.3 -0.2
O 14.33063 -11.34701 13.81838 1.2 -0.8 0.3
C 13.19604 -10.78238 14.22673 -2.0 -0.7 3.0
O 12.67105 -10.90947 15.34966 2.0 0.3 -3.3
O 12.66155 -10.08829 13.23936 -1.3 -0.5 0.2
H 12.91331 -10.47335 11.20883 0.0 0.1 0.1
H 13.69936 -9.06571 12.09807 0.6 0.0 -1.5
H 15.62492 -10.45970 12.45570 -0.1 -0.1 0.1
H 14.71415 -11.84141 11.78074 0.2 -0.4 0.7
C 4.16620 -15.99150 17.11062 1.3 0.4 -0.9
C 4.78364 -15.27411 18.25926 1.2 -0.2 0.4
O 3.75126 -15.38144 19.22408 1.3 0.4 2.2
C 2.59636 -15.57672 18.65427 -2.2 0.7 0.8
O 1.52186 -15.49580 19.21933 1.5 -0.4 -1.2
O 2.80565 -15.79795 17.35649 -1.9 -0.5 -1.4
H 4.43960 -17.04475 17.04713 -0.3 -0.1 0.2
H 4.50032 -15.49553 16.19931 -0.4 -0.1 -0.3
H 5.01863 -14.22591 18.07447 -0.3 0.0 -0.1
H 5.69392 -15.77671 18.58622 -0.2 0.1 0.3
C 11.25211 -18.13068 17.36774 -0.5 -0.4 0.1
C 11.10375 -16.86398 18.14955 0.4 1.0 -1.4
O 10.67250 -17.23479 19.44849 0.0 -0.1 0.7
C 10.59620 -18.59165 19.55512 0.6 -0.6 1.2
O 10.29939 -19.23590 20.55578 0.5 1.9 -2.7
O 11.03936 -19.11418 18.38825 -0.7 -1.3 -0.2
H 12.21636 -18.30395 16.88994 0.0 0.1 0.4
H 10.49143 -18.07048 16.58937 -0.2 -1.1 0.0
H 10.35738 -16.23991 17.65804 -0.2 0.2 0.5
H 12.06687 -16.38241 17.98045 0.0 0.6 1.5
C 8.06738 -19.00027 14.69204 0.2 -0.3 -2.1
C 6.55198 -18.92722 14.63341 0.2 -0.3 0.0
O 6.31555 -18.09340 15.74281 -0.5 0.4 0.8
C 7.42647 -17.37986 16.06538 -0.9 0.7 1.6
O 7.40794 -16.55542 16.95288 0.7 -1.2 -1.7
O 8.47267 -17.79266 15.30900 -0.4 0.6 0.8
H 8.42628 -18.96854 13.66330 0.5 -0.3 0.1
H 8.47413 -19.86038 15.22389 -0.2 0.1 0.1
H 6.09364 -19.91414 14.69688 -0.1 0.1 0.6
H 6.08653 -18.45986 13.76564 0.5 0.2 -0.3
C 11.52341 -16.88867 13.00226 1.0 0.1 -0.7
C 12.24376 -17.62386 11.85892 -1.2 -0.6 1.2
O 11.14059 -17.83109 10.96870 0.1 -0.6 -0.9
C 10.23701 -16.85415 11.13742 -0.3 -0.3 -1.5
O 9.32299 -16.62685 10.37598 0.9 -0.1 1.1
O 10.54754 -16.17936 12.22609 -0.6 1.6 1.3
H 12.25262 -16.24686 13.49663 -0.5 0.5 0.1
H 10.97741 -17.47239 13.74338 0.2 -0.3 -0.1
H 12.58815 -18.60040 12.19930 0.3 0.2 -0.4
H 12.99790 -16.99719 11.38281 0.0 -0.2 0.1